Entry from OMol25: 2 unconnected molecules or ions with the total composition C8H8 in a non-equilibrium geometry (wB97M-V/def2-TZVPD).

Computed properties:
Relative energy (zero: lowest compared OMol25 entry of this formula, charge and spin) (eV): 4.829
Highest occupied orbital energy (eV): -9.3
Structure (SMILES): c1ccccc1.C#C
LUMO energy (eV): 0.9
Frontier orbital gap (eV): 10.198

Last column: natural (NBO) charge in e.
Geometry (Å):
C 1.4322 -0.4337 0.3578  -0.22
C 0.5557 -0.3841 1.4067  -0.22
C -0.4361 0.6771 1.6827  -0.22
C -0.2670 1.8879 0.9258  -0.21
C 0.6096 1.7587 -0.3116  -0.25
C 1.4712 0.7099 -0.5518  -0.23
H 2.2987 -1.2260 0.4111  0.23
H 0.6628 -1.1603 2.1332  0.21
H -1.1537 0.6288 2.5226  0.22
H -0.7636 2.8686 1.4732  0.24
H 0.2683 2.6466 -0.7701  0.23
H 2.0967 0.6299 -1.4558  0.23
C -1.3765 -1.7584 -1.6382  -0.25
C -1.9278 -2.8378 -2.1033  -0.30
H -0.9952 -0.6724 -1.1615  0.30
H -2.4753 -3.3347 -2.9208  0.25